one:
# C3H14N2O2

A 3-piece molecular cluster, C3H14N2O2 overall (ωB97M-V with the def2-TZVPD basis set, OMol25).

The total charge is 0. The multiplicity is 1. The calculation puts the HOMO-LUMO gap at 9.59 eV. The value obtained for the HOMO energy is -0.32471 hartree. Its molecular weight is 110.2 g/mol.

Each line ends with the natural charge from an NBO analysis.
Cartesian coordinates (Å):
N1 -2.255 -3.279 -1.374  -0.85
C1 -2.190 -1.829 -1.159  -0.20
C2 -0.914 -1.306 -0.500  -0.42
C3 -1.204 0.011 0.198  -0.20
N2 -0.110 0.786 0.755  -0.87
H1 -1.318 -3.629 -1.510  0.36
H2 -2.944 -3.582 -2.022  0.37
H3 -2.502 -1.281 -2.051  0.17
H4 -2.967 -1.607 -0.401  0.17
H5 -0.190 -1.081 -1.302  0.20
H6 -0.508 -2.076 0.147  0.21
H7 -1.759 0.663 -0.490  0.17
H8 -1.972 -0.229 0.955  0.17
H9 0.717 0.213 0.837  0.37
H10 -0.147 1.285 1.616  0.37
H11 2.227 3.692 1.560  0.46
H12 1.095 3.558 0.614  0.47
O1 1.974 3.898 0.679  -0.94
H13 4.389 0.389 1.029  0.46
H14 3.783 1.486 0.345  0.47
O2 3.551 0.860 1.057  -0.93



two:
# C3H14N2O2

A 3-piece molecular cluster, C3H14N2O2 overall (ωB97M-V with the def2-TZVPD basis set, OMol25).

The total charge is 0. The multiplicity is 1. The calculation puts the HOMO-LUMO gap at 9.68 eV. The value obtained for the HOMO energy is -0.33258 hartree. Its molecular weight is 110.2 g/mol.

Each line ends with the natural charge from an NBO analysis.
Cartesian coordinates (Å):
C1 0.739 1.739 0.959  -0.64
C2 1.598 1.001 -0.073  -0.21
N1 0.855 0.366 -1.196  -0.69
C3 -0.509 -0.161 -0.788  -0.06
N2 -0.969 -1.119 -1.877  -0.89
H1 0.676 2.772 0.795  0.22
H2 1.112 1.706 1.949  0.21
H3 -0.153 1.151 1.156  0.21
H4 2.290 1.596 -0.596  0.21
H5 2.104 0.168 0.717  0.15
H6 1.196 -0.492 -1.667  0.40
H7 -1.171 0.671 -0.611  0.19
H8 -0.380 -0.546 0.151  0.16
H9 -1.277 -0.609 -2.708  0.38
H10 -1.527 -1.909 -1.558  0.38
H11 -2.095 -4.583 3.913  0.47
H12 -0.603 -4.236 4.255  0.47
O1 -1.176 -4.914 3.793  -0.94
H13 -0.410 2.854 -2.912  0.46
H14 0.205 1.937 -1.781  0.49
O2 -0.504 2.607 -1.924  -0.99



three:
# C3H14N2O2

A 3-piece molecular cluster, C3H14N2O2 overall (ωB97M-V with the def2-TZVPD basis set, OMol25).

The total charge is 0. The multiplicity is 1. The calculation puts the HOMO-LUMO gap at 10.19 eV. The value obtained for the HOMO energy is -0.34093 hartree. Its molecular weight is 110.2 g/mol.

Each line ends with the natural charge from an NBO analysis.
Cartesian coordinates (Å):
N1 0.416 -0.110 2.427  -0.86
C1 -0.169 0.634 1.261  -0.24
C2 -0.767 -0.347 0.244  -0.25
N2 -0.192 -0.110 -1.101  -0.65
C3 -0.478 -1.237 -2.002  -0.42
H1 -0.109 -0.956 2.514  0.36
H2 0.368 0.458 3.260  0.37
H3 -1.002 1.229 1.622  0.20
H4 0.630 1.224 0.830  0.20
H5 -0.715 -1.408 0.528  0.17
H6 -1.843 -0.181 0.126  0.20
H7 0.810 -0.047 -1.026  0.37
H8 0.180 -2.084 -1.773  0.18
H9 -1.518 -1.534 -1.960  0.20
H10 -0.171 -0.931 -3.007  0.20
H11 -1.072 1.712 -1.021  0.49
H12 -1.028 3.111 -1.713  0.47
O1 -1.302 2.645 -0.920  -0.98
H13 1.908 -0.580 0.946  0.50
H14 3.434 -0.493 0.334  0.48
O2 2.619 -0.997 0.432  -0.99



four:
# C3H14N2O2

A 3-piece molecular cluster, C3H14N2O2 overall (ωB97M-V with the def2-TZVPD basis set, OMol25).

The total charge is 0. The multiplicity is 1. The calculation puts the HOMO-LUMO gap at 9.33 eV. The value obtained for the HOMO energy is -0.31613 hartree. Its molecular weight is 110.2 g/mol.

Each line ends with the natural charge from an NBO analysis.
Cartesian coordinates (Å):
C1 0.165 -1.163 1.722  -0.19
C2 -0.646 -0.832 0.415  -0.43
C3 -0.315 -1.737 -0.701  -0.23
N1 -0.420 -0.933 -1.978  -0.87
N2 -0.315 -0.258 2.799  -0.91
H1 1.249 -1.157 1.588  0.16
H2 -0.003 -2.149 1.861  0.17
H3 -0.440 0.294 0.156  0.22
H4 -1.679 -0.916 0.765  0.21
H5 0.755 -2.155 -0.580  0.19
H6 -0.957 -2.676 -0.790  0.18
H7 -1.467 -0.927 -2.153  0.36
H8 0.042 -1.326 -2.794  0.37
H9 0.031 -0.638 3.682  0.38
H10 -0.594 0.780 2.653  0.41
H11 0.981 2.050 -2.933  0.47
H12 0.378 0.985 -2.140  0.50
O1 0.631 1.958 -2.015  -0.99
H13 0.709 2.911 -0.201  0.49
H14 1.180 4.336 0.092  0.46
O2 0.713 3.553 0.552  -0.96



Which of them is the most stable? Correct choice: three.



one:
# C9H11N2S

An isolated ion of composition C9H11N2S and charge +1 (ωB97M-V with the def2-TZVPD basis set, OMol25).

The total charge is +1. The multiplicity is 1. The calculation puts the HOMO-LUMO gap (alpha / beta) at 7.06 / 7.06 eV. The value obtained for the HOMO energy (alpha / beta) is -0.43705 / -0.43707 hartree. Its molecular weight is 179.3 g/mol.

Each line ends with the natural charge from an NBO analysis.
Cartesian coordinates (Å):
C1 0.456 -0.646 3.115  -0.18
C2 0.116 0.666 3.399  -0.20
C3 0.625 -1.073 1.813  -0.24
C4 -0.065 1.557 2.355  -0.20
C5 0.493 -0.183 0.738  0.15
C6 0.111 1.125 1.059  -0.19
C7 -0.110 -1.423 -1.265  -0.28
C8 -0.315 -0.818 -2.659  -0.21
C9 0.253 1.308 -1.626  -0.14
N1 0.777 -0.567 -0.538  -0.32
N2 -0.710 0.621 -2.484  -0.56
S1 -0.384 2.207 -0.301  0.32
H1 0.599 -1.352 3.919  0.24
H2 -0.024 0.994 4.415  0.24
H3 0.902 -2.092 1.592  0.23
H4 -0.369 2.573 2.544  0.24
H5 -1.075 -1.580 -0.761  0.20
H6 0.381 -2.394 -1.396  0.26
H7 0.629 -0.835 -3.207  0.24
H8 -1.081 -1.352 -3.223  0.25
H9 1.213 1.524 -2.064  0.25
H10 -0.796 1.054 -3.414  0.45
H11 -1.625 0.685 -2.010  0.45



two:
# C9H11N2S

A 2-piece molecular cluster, C9H11N2S overall (ωB97M-V with the def2-TZVPD basis set, OMol25).

The total charge is +1. The multiplicity is 1. The calculation puts the HOMO-LUMO gap at 7.21 eV. The value obtained for the HOMO energy is -0.45757 hartree. Its molecular weight is 179.3 g/mol.

Each line ends with the natural charge from an NBO analysis.
Cartesian coordinates (Å):
C1 -3.836 -0.953 -0.364  -0.18
C2 -3.101 -1.963 0.096  -0.20
C3 -3.226 0.258 -0.645  -0.18
C4 -1.746 -1.838 0.142  -0.17
C5 -1.946 0.528 -0.363  -0.21
C6 -1.205 -0.530 0.073  -0.15
C7 3.005 1.561 0.041  0.16
C8 0.193 -0.424 0.550  0.23
C9 4.560 -0.121 0.388  -0.17
N1 3.844 0.722 -0.429  -0.53
N2 1.064 0.342 -0.012  -0.67
S1 5.303 -1.465 -0.208  0.18
H1 -4.954 -0.917 -0.524  0.24
H2 -3.672 -2.896 0.287  0.24
H3 -3.898 1.028 -1.103  0.22
H4 -1.137 -2.650 0.409  0.22
H5 -1.664 1.579 -0.440  0.23
H6 2.612 2.313 -0.654  0.23
H7 4.737 0.210 1.478  0.25
H8 3.597 0.482 -1.447  0.45
H9 3.042 1.817 1.082  0.23
H10 0.826 0.892 -0.814  0.36
H11 0.342 -1.112 1.407  0.21



Which of them is the most stable? Correct choice: one.



one:
# C9H11N2S

An isolated ion of composition C9H11N2S and charge +1 (ωB97M-V with the def2-TZVPD basis set, OMol25).

The total charge is +1. The multiplicity is 1. The calculation puts the HOMO-LUMO gap (alpha / beta) at 6.58 / 7.17 eV. The value obtained for the HOMO energy (alpha / beta) is -0.43759 / -0.45792 hartree. Its molecular weight is 179.3 g/mol.

Each line ends with the natural charge from an NBO analysis.
Cartesian coordinates (Å):
C1 0.497 2.172 2.686  -0.11
C2 -0.119 2.643 1.561  -0.22
C3 1.173 0.928 2.692  -0.20
C4 -0.140 1.902 0.359  -0.10
C5 1.243 0.225 1.502  -0.19
C6 0.555 0.660 0.319  0.08
C7 -1.603 -0.786 -1.384  0.19
C8 0.869 -1.326 -0.887  -0.29
C9 0.371 -2.023 -2.194  -0.20
N1 0.444 0.018 -0.820  -0.29
N2 -1.091 -1.628 -2.220  -0.53
S1 -3.060 -0.044 -1.086  0.21
H1 0.510 2.593 3.596  0.21
H2 -0.534 3.566 1.766  0.23
H3 1.622 0.772 3.624  0.24
H4 -0.628 2.176 -0.449  0.21
H5 1.835 -0.775 1.357  0.23
H6 0.448 -1.921 0.071  0.21
H7 1.991 -1.549 -0.955  0.26
H8 0.779 -1.638 -3.030  0.22
H9 0.646 -3.027 -2.048  0.24
H10 -1.711 -1.940 -2.915  0.41
H11 -4.095 -0.999 -1.545  0.18



two:
# C9H11N2S

An isolated ion of composition C9H11N2S and charge +1 (ωB97M-V with the def2-TZVPD basis set, OMol25).

The total charge is +1. The multiplicity is 1. The calculation puts the HOMO-LUMO gap at 9.41 eV. The value obtained for the HOMO energy is -0.46400 hartree. Its molecular weight is 179.3 g/mol.

Each line ends with the natural charge from an NBO analysis.
Cartesian coordinates (Å):
C1 3.181 -0.192 -0.819  -0.21
C2 2.928 -0.386 0.479  -0.18
C3 2.057 0.147 -1.642  -0.15
C4 1.663 -0.389 1.099  -0.20
C5 0.744 0.267 -1.026  -0.28
C6 0.585 -0.142 0.277  -0.09
C7 -1.747 -1.142 -0.150  0.19
C8 -2.945 1.093 0.363  -0.39
C9 -0.761 -0.036 0.850  -0.10
N1 -1.419 -2.294 -0.241  -0.63
N2 -1.481 1.274 0.643  -0.55
S1 -3.012 -0.165 -0.926  0.28
H1 4.281 -0.401 -1.269  0.26
H2 3.744 -0.648 1.180  0.23
H3 2.198 0.400 -2.790  0.25
H4 1.645 -0.709 2.150  0.24
H5 -0.086 0.478 -1.686  0.22
H6 -3.488 0.855 1.376  0.25
H7 -3.360 2.016 -0.113  0.26
H8 -0.773 -0.410 1.786  0.24
H9 -1.507 -3.155 -0.749  0.44
H10 -0.984 1.616 -0.251  0.47
H11 -1.464 1.925 1.457  0.46



Which of them is the most stable? Correct choice: two.



one:
# C6H9NO2

One molecule with the formula C6H9NO2 (ωB97M-V with the def2-TZVPD basis set, OMol25).

The total charge is 0. The multiplicity is 1. The calculation puts the HOMO-LUMO gap at 9.44 eV. The value obtained for the HOMO energy is -0.32331 hartree. Its molecular weight is 127.1 g/mol.

Each line ends with the natural charge from an NBO analysis.
Cartesian coordinates (Å):
O1 -1.039 0.888 -2.008  -0.60
O2 -2.777 0.452 -0.649  -0.68
C1 -1.484 0.772 -0.891  0.79
C2 1.463 -0.855 -0.088  -0.14
C3 0.428 -0.289 0.619  -0.02
N1 -1.008 0.610 1.716  -0.59
C4 2.051 -0.290 -1.358  -0.66
C5 -0.180 -0.602 1.930  -0.26
C6 -0.483 0.856 0.327  -0.19
H1 -3.201 0.543 -1.538  0.50
H2 1.945 -1.748 0.278  0.20
H3 -2.003 0.340 1.703  0.36
H4 1.340 0.394 -1.803  0.24
H5 2.239 -1.120 -2.067  0.22
H6 2.974 0.274 -1.200  0.22
H7 0.475 -0.560 2.816  0.20
H8 -0.761 -1.521 1.984  0.19
H9 0.021 1.856 0.229  0.23



two:
# C6H9NO2

A 2-piece molecular cluster, C6H9NO2 overall (ωB97M-V with the def2-TZVPD basis set, OMol25).

The total charge is 0. The multiplicity is 1. The calculation puts the HOMO-LUMO gap at 9.68 eV. The value obtained for the HOMO energy is -0.35095 hartree. Its molecular weight is 127.1 g/mol.

Each line ends with the natural charge from an NBO analysis.
Cartesian coordinates (Å):
O1 2.912 3.346 0.555  -0.72
C1 1.827 2.790 1.273  -0.05
C2 1.236 1.657 0.454  -0.40
C3 0.049 1.002 1.170  -0.49
C4 -0.584 -0.042 0.370  0.10
C5 -1.088 -0.906 -0.314  -0.12
C6 -1.678 -1.937 -1.145  0.54
N1 -0.989 -3.043 -1.390  -0.77
H1 3.281 4.080 1.052  0.47
H2 2.165 2.406 2.251  0.16
H3 1.055 3.555 1.463  0.16
H4 0.910 2.046 -0.521  0.22
H5 2.013 0.902 0.263  0.21
H6 0.379 0.556 2.122  0.24
H7 -0.709 1.760 1.424  0.23
O2 -2.840 -2.381 -0.763  -0.65
H8 -0.043 -2.868 -1.709  0.37
H9 -2.268 -3.607 -1.037  0.50



three:
# C6H9NO2

One molecule with the formula C6H9NO2 (ωB97M-V with the def2-TZVPD basis set, OMol25).

The total charge is 0. The multiplicity is 1. The calculation puts the HOMO-LUMO gap at 10.73 eV. The value obtained for the HOMO energy is -0.36531 hartree. Its molecular weight is 127.1 g/mol.

Each line ends with the natural charge from an NBO analysis.
Cartesian coordinates (Å):
C1 -0.907 1.731 -0.884  0.42
C2 0.436 0.758 1.980  0.53
C3 0.374 -0.403 -1.614  -0.42
C4 -0.542 -0.842 -0.600  -0.22
C5 -0.040 0.549 -0.572  0.01
C6 0.086 -1.814 0.393  -0.61
N1 0.922 0.962 0.710  -0.63
O1 -0.716 2.887 -0.584  -0.52
O2 -0.514 0.104 2.318  -0.60
H1 -1.855 1.606 -1.313  0.13
H2 1.014 1.219 2.856  0.12
H3 1.295 -0.881 -1.659  0.24
H4 0.128 -0.343 -2.740  0.23
H5 -1.603 -1.062 -0.752  0.23
H6 -0.474 -1.774 1.410  0.25
H7 1.089 -1.668 0.604  0.21
H8 -0.075 -2.837 -0.020  0.21
H9 1.381 1.809 0.468  0.41



Which of them is the most stable? Correct choice: one.